A single C3H7NO2 molecule, computed with ωB97M-V/def2-TZVPD.

Geometry as XYZ:
```
13
Properties=species:S:1:pos:R:3:forces:R:3:lowdin_charge:R:1
C 1.117949 -0.519178 1.148775 0.0 0.0 0.1 -0.033
C -0.126951 0.120806 0.543678 0.0 -0.2 0.2 -0.352
O -0.041998 1.538831 0.438167 0.2 0.1 -0.1 -0.043
C -0.477078 -0.512429 -0.813143 -0.1 -0.1 -0.1 -0.504
O -0.062063 -1.603468 -1.165331 -0.2 0.4 0.2 0.052
N -1.331556 0.240908 -1.549909 0.0 -0.1 -0.1 0.166
H 0.851418 -1.286426 1.880617 0.1 0.1 -0.2 0.085
H 1.709048 0.242974 1.665088 -0.1 -0.1 0.0 0.083
H 1.708498 -0.996260 0.366015 0.1 0.0 0.1 0.078
H -0.993233 -0.053090 1.191797 0.1 0.0 -0.1 0.152
H 0.801555 1.751518 0.015431 -0.2 0.0 0.1 0.104
H -1.541301 1.186567 -1.270277 0.0 -0.2 -0.1 0.100
H -1.614288 -0.110754 -2.450907 0.0 0.1 0.1 0.113
```
Forces are in eV/Å.

The structure (SMILES) is C[C@@H](O)C(N)=O. The calculation puts the HOMO-LUMO gap at 0.3849 Ha. The LUMO energy is 0.777 eV. The value obtained for the HOMO energy is -9.7 eV. The electronic energy comes out at -323.76146 Ha. The relative energy (zero: lowest compared OMol25 entry of this formula, charge and spin) comes out at 51.2 kJ/mol.